(1)
{
  "formula": "C4H11N3O2",
  "method": "ωB97M-V/def2-TZVPD",
  "gap_ev": 8.366,
  "species": ["H", "C", "H", "H", "H", "C", "H", "H", "O", "N", "N", "H", "O", "H", "C", "H", "H", "N", "C", "H"],
  "xyz": [[0.646, -2.276, -0.558], [-1.438, 1.589, 0.980], [-1.373, 1.652, 2.072], [-1.395, -1.513, 0.154], [-2.206, 0.843, 0.733], [1.127, -0.202, 1.563], [0.320, 1.694, -1.721], [-1.781, 2.556, 0.593], [2.033, 0.320, 2.136], [1.234, -0.538, 0.111], [0.280, 0.691, -1.840], [-0.140, 0.319, -2.679], [-0.176, 1.267, 0.458], [2.270, -2.032, -0.731], [-1.133, -0.927, -0.716], [0.234, -0.656, 2.003], [1.986, 0.038, -0.270], [1.493, -1.935, -0.087], [-0.144, 0.023, -0.669], [-1.837, -0.915, -1.533]]
}

=====

(2)
{
  "formula": "C6H12O2",
  "method": "ωB97M-V/def2-TZVPD",
  "smiles": "CC(C)=O.CC(C)=O",
  "gap_ev": 10.106,
  "species": ["C", "H", "H", "H", "H", "H", "C", "H", "H", "C", "H", "C", "H", "O", "H", "C", "O", "H", "H", "C"],
  "xyz": [[7.903, 3.490, -7.417], [6.471, 5.590, -4.507], [4.795, 5.345, -4.803], [7.361, 4.322, -7.865], [4.983, 8.667, -6.215], [7.733, 2.582, -7.992], [9.374, 3.750, -7.320], [5.363, 7.912, -4.645], [9.646, 5.768, -7.426], [5.749, 5.482, -5.320], [9.230, 5.233, -5.751], [5.700, 8.052, -5.677], [7.575, 3.307, -6.393], [10.205, 2.969, -7.715], [6.666, 8.547, -5.602], [9.818, 5.018, -6.641], [5.920, 6.470, -7.463], [10.885, 5.020, -6.447], [5.963, 4.599, -5.909], [5.764, 6.655, -6.277]]
}

=====

(3)
{
  "formula": "C5H16NS",
  "method": "ωB97M-V/def2-TZVPD",
  "spin_multiplicity": 2,
  "gap_ev": [4.086, 9.882],
  "species": ["H", "H", "C", "C", "H", "C", "H", "H", "N", "H", "H", "H", "H", "H", "C", "S", "H", "C", "H", "H", "H", "H", "H"],
  "xyz": [[-0.697, 0.190, -0.735], [2.323, -0.719, -0.707], [-1.207, 2.165, 1.483], [-0.256, 3.112, 0.747], [-1.524, 2.598, 2.455], [1.702, -0.982, 0.163], [-1.366, -1.281, -1.496], [2.368, -1.683, 0.765], [0.848, -2.874, -1.154], [-0.765, 3.994, 0.403], [0.663, 3.364, 1.388], [-0.014, -3.329, -1.492], [-0.154, -2.069, 0.494], [-3.054, 0.722, 1.164], [-0.442, -0.776, -1.250], [-2.727, 1.837, 0.498], [1.487, -0.108, 0.797], [0.419, -1.632, -0.311], [1.412, -3.458, -0.590], [0.100, -0.442, -2.153], [-0.671, 1.237, 1.724], [1.431, -2.542, -1.960], [0.123, 2.675, -0.235]]
}

=====

(4)
{
  "formula": "C6H16AgF2NO10S2",
  "method": "ωB97M-V/def2-TZVPD",
  "charge": -3,
  "spin_multiplicity": 2,
  "gap_ev": [3.407, 3.402],
  "species": ["H", "C", "H", "O", "F", "H", "C", "H", "F", "C", "H", "O", "C", "S", "O", "O", "O", "H", "O", "O", "S", "C", "H", "H", "C", "H", "H", "O", "H", "H", "Ag", "O", "H", "H", "O", "N", "H", "H"],
  "xyz": [[2.748, 1.367, 2.097], [-0.214, 2.178, -2.474], [-2.313, 2.771, -0.266], [-1.934, 2.582, -4.287], [1.470, -1.743, 2.182], [1.082, 0.763, 2.320], [1.693, 1.533, 1.857], [1.397, 2.463, 2.377], [2.007, -1.179, -2.565], [-1.185, 3.086, -3.315], [-1.857, 3.590, -2.531], [-3.565, -4.032, 0.838], [-1.800, 2.582, 0.683], [2.485, -2.242, 1.057], [-0.553, 0.880, -2.187], [2.337, -3.651, 1.049], [4.031, -1.486, -1.438], [-0.792, 2.974, 0.585], [3.715, -1.682, 1.533], [1.411, 1.606, 0.479], [2.693, -2.000, -1.423], [-2.634, -3.681, 1.677], [0.774, 2.200, -3.022], [-0.987, -2.207, 2.007], [-1.459, -2.706, 1.136], [-2.583, 0.845, 1.003], [-3.067, -3.115, 2.546], [2.483, -3.360, -1.797], [-0.702, -3.393, 0.701], [-2.388, 3.096, 1.460], [-0.030, -0.151, -0.211], [-1.688, 1.184, 0.922], [-0.048, 2.707, -1.492], [-0.545, 3.947, -3.692], [-1.769, -1.821, 0.204], [1.802, -1.423, -0.186], [-2.127, -4.564, 2.147], [2.111, 2.084, 0.026]]
}

=====

Listing strongest force on any atom for the structures above in their given order: 1.26 1.21 3.01 3.41 eV/Å.
Listing ΔE to the lowest compared entry with this formula, charge and spin for the structures above in their given order: 516.30 101.67 40.48 0.00 kJ/mol.